Formula: C5H6O2
Source: the Open Molecules 2025 dataset
Level of theory: ωB97M-V with the def2-TZVPD basis set

Structure (ORCA input):
```
! wB97M-V def2-TZVPD RIJCOSX def2/J DEFGRID3
* xyz 0 1
O 2.192 -1.486 0.426
O 1.023 0.035 -0.776
C 2.034 -0.813 -0.559
C 0.039 0.133 0.280
C -1.052 -0.929 0.152
C -1.265 2.439 0.108
C -0.598 1.445 0.173
H 2.708 -0.803 -1.430
H 0.574 0.041 1.232
H -1.697 3.409 0.041
H -1.891 -0.599 0.751
H -1.388 -0.978 -0.888
H -0.679 -1.894 0.488
*
```

Results
* HOMO: -0.3819 Ha
* E_tot: -9375.19147 eV
* relative energy (zero: lowest compared OMol25 entry of this formula, charge and spin): 1.904 eV
* SMILES string: C#C[C@@H](C)OC=O
* gap between HOMO and LUMO: 11.37 eV

Atom charges from the natural (NBO) analysis, given in e for atoms 1 to 2:
1. O -0.585
2. O -0.492

Formula: C8H16BIN2O7PS
Source: the Open Molecules 2025 dataset
Level of theory: ωB97M-V with the def2-TZVPD basis set

Structure (ORCA input):
```
! wB97M-V def2-TZVPD RIJCOSX def2/J DEFGRID3
* xyz 1 1
I -2.705 4.909 1.833
S 2.549 -1.592 -2.132
P -5.685 0.036 0.637
O 1.073 0.523 2.724
O -6.652 1.240 0.125
O -5.294 -0.691 -0.752
O 2.629 -2.257 -3.392
O 3.933 -1.716 -1.374
O 1.324 1.469 0.568
O 1.489 -1.906 -1.216
N -1.788 0.723 1.625
N -1.735 2.042 1.754
C -4.102 0.927 1.046
C -2.779 2.853 1.575
C -4.002 2.291 1.196
C 4.244 -2.969 -0.718
C -2.928 0.192 1.276
C 4.614 -4.069 -1.692
C 2.590 0.145 -2.393
C -0.403 2.576 2.132
B 0.730 1.453 1.806
H 3.495 0.411 -2.932
H 5.419 -3.742 -2.350
H -2.945 -0.884 1.190
H -6.559 2.045 0.645
H -0.399 2.794 3.194
H 4.939 -4.954 -1.145
H -4.842 2.943 1.025
H 3.770 -4.349 -2.319
H -0.188 3.456 1.539
H 1.199 -0.321 2.274
H -4.440 -0.443 -1.127
H 0.693 1.842 -0.056
H 2.550 0.637 -1.425
H 5.086 -2.746 -0.068
H 1.715 0.396 -2.990
H 3.408 -3.264 -0.081
*
```

Results
* HOMO: -0.4692 Ha
* E_tot: -54764.40288 eV
* gap between HOMO and LUMO: 7.51 eV

Atom charges from the natural (NBO) analysis, given in e for atoms 1 to 2:
1. I 0.353
2. S 2.392

Formula: C5H9O5
Source: the Open Molecules 2025 dataset
Level of theory: ωB97M-V with the def2-TZVPD basis set

Structure (ORCA input):
```
! wB97M-V def2-TZVPD RIJCOSX def2/J DEFGRID3
* xyz 1 3
O -0.248 -1.320 -1.197
O -1.880 0.936 -1.332
O 1.845 -0.574 0.645
O -1.146 0.518 2.078
O 1.057 0.211 1.625
C -1.109 -0.065 0.707
C -0.055 -0.448 1.791
C 0.333 -0.052 -1.288
C 1.725 0.115 -0.676
C -0.727 0.754 -0.534
H -0.877 1.466 2.146
H 2.489 -0.621 -1.140
H -2.065 -0.642 0.582
H 0.443 -2.006 -1.029
H 2.333 0.984 -0.549
H -1.974 0.025 -1.602
H -0.058 -1.334 2.376
H 0.329 0.306 -2.332
H -0.415 1.748 -0.271
*
```

Results
* HOMO (alpha / beta): -0.4302 / -0.5522 Ha
* E_tot: -15550.56116 eV
* gap between HOMO and LUMO (alpha / beta): 8.67 / 7.45 eV

Atom charges from the natural (NBO) analysis, given in e for atoms 1 to 2:
1. O -0.714
2. O -0.647

Formula: C37H35N5OPSSc
Source: the Open Molecules 2025 dataset
Level of theory: ωB97M-V with the def2-TZVPD basis set

Structure (ORCA input):
```
! wB97M-V def2-TZVPD RIJCOSX def2/J DEFGRID3
* xyz 2 1
Sc -0.393 0.162 -0.871
S 1.597 0.621 -2.524
P 0.044 -2.510 -0.845
O 1.037 -0.663 3.119
N -2.220 0.692 -0.170
N 2.856 2.694 -3.480
N 1.880 3.118 -1.463
N -0.225 2.375 -0.606
N 0.491 -0.060 1.060
C -1.327 2.857 0.247
C -1.989 -5.338 -3.812
C 2.513 -3.270 0.285
C 1.948 1.959 0.727
C -1.472 -3.878 3.307
C 1.818 -2.873 -0.853
C 1.131 2.854 -0.238
C -1.042 5.271 -0.329
C -1.023 6.612 0.022
C -3.649 2.310 0.953
C 4.548 -3.370 -0.993
C 2.915 2.870 1.486
C -1.334 4.284 0.618
C 3.879 -3.512 0.212
C -0.561 -3.001 0.805
C 2.124 2.258 -2.461
C -2.532 -4.087 -3.559
C -1.899 -3.228 -2.673
C 3.854 -2.985 -2.135
C -0.182 -4.881 -2.293
C -0.288 -2.253 1.968
C -1.298 -4.172 0.929
C 0.428 -0.969 1.983
C 1.070 1.162 1.688
C -1.305 6.995 1.326
C -1.600 4.684 1.928
C -4.607 1.369 1.077
C -1.760 -4.605 2.166
C 2.496 -2.730 -2.066
C 1.790 0.554 2.884
C -0.731 -2.713 3.207
C -2.373 1.981 0.360
C -0.814 -5.734 -3.184
C -3.209 -0.250 0.031
C -4.381 0.022 0.631
C -0.728 -3.624 -2.031
C -1.599 6.027 2.276
H 3.250 3.622 -3.514
H 2.371 3.540 2.157
H -1.818 6.318 3.295
H 0.735 -5.187 -1.805
H -3.441 -3.775 -4.055
H 5.609 -3.572 -1.049
H -2.329 -2.247 -2.492
H 2.521 1.238 0.137
H -3.820 3.326 1.277
H 1.997 -3.418 1.225
H 4.415 -3.830 1.096
H -2.336 -5.518 2.230
H 1.014 3.832 0.233
H -1.299 8.041 1.599
H 1.760 1.152 3.789
H -5.130 -0.744 0.758
H 2.815 0.256 2.655
H -5.563 1.629 1.511
H -0.863 4.995 -1.364
H 3.028 2.079 -4.258
H -2.478 -6.008 -4.507
H 4.372 -2.890 -3.080
H -0.809 7.363 -0.728
H -1.810 3.932 2.680
H 2.226 4.061 -1.570
H -1.819 -4.212 4.275
H -0.388 2.738 -1.551
H 3.633 2.300 2.074
H -1.516 -4.764 0.051
H 1.959 -2.445 -2.965
H -2.986 -1.248 -0.340
H 3.492 3.485 0.795
H -0.391 -6.707 -3.391
H -0.505 -2.141 4.096
H 0.229 1.778 2.026
*
```

Results
* HOMO: -0.4307 Ha
* E_tot: -89250.38212 eV
* relative energy (zero: lowest compared OMol25 entry of this formula, charge and spin): 0.505 eV
* gap between HOMO and LUMO: 6.07 eV

Atom charges from the Löwdin analysis, given in e for atoms 1 to 2:
1. Sc 0.855
2. S 0.711

Formula: C3H5NO2S
Source: the Open Molecules 2025 dataset
Level of theory: ωB97M-V with the def2-TZVPD basis set

Structure (ORCA input):
```
! wB97M-V def2-TZVPD RIJCOSX def2/J DEFGRID3
* xyz 0 1
S -0.499 -1.778 -0.312
O -2.479 1.300 -0.768
O -2.299 0.160 1.080
N -1.971 0.495 -0.035
C -0.715 -0.077 -0.427
C 0.297 -0.394 0.574
C 1.702 -0.187 0.105
H 1.837 -0.265 -1.014
H 1.929 0.802 0.212
H -0.052 0.958 -1.547
H 2.319 -0.780 0.582
H -0.069 -0.235 1.550
*
```

Results
* HOMO: -0.3556 Ha
* E_tot: -19605.91200 eV
* relative energy (zero: lowest compared OMol25 entry of this formula, charge and spin): 6.599 eV
* gap between HOMO and LUMO: 9.60 eV

Atom charges from the natural (NBO) analysis, given in e for atoms 1 to 2:
1. S 0.236
2. O -0.338

Formula: ClH14O7
Source: the Open Molecules 2025 dataset
Level of theory: ωB97M-V with the def2-TZVPD basis set

Structure (ORCA input):
```
! wB97M-V def2-TZVPD RIJCOSX def2/J DEFGRID3
* xyz -1 1
Cl -0.284 -0.203 0.340
O -1.715 -2.358 2.589
O 2.398 1.493 -0.861
O 1.507 -2.180 -1.717
O -1.062 0.938 -3.022
O -3.506 0.924 -0.047
O -0.326 3.109 0.680
O 3.243 -0.701 1.296
H -0.941 0.710 -2.100
H -1.426 -1.560 2.146
H -2.651 0.579 0.209
H -1.172 -2.405 3.376
H 1.803 0.947 -0.348
H -0.364 2.191 0.408
H 3.234 -1.654 1.209
H -1.707 0.307 -3.342
H -4.136 0.366 0.409
H 2.117 -2.816 -1.344
H 2.330 -0.440 1.173
H -0.237 3.073 1.632
H 0.942 -1.930 -0.986
H 1.953 1.611 -1.700
*
```

Results
* HOMO: -0.2417 Ha
* E_tot: -27085.96203 eV
* relative energy (zero: lowest compared OMol25 entry of this formula, charge and spin): 0.579 eV
* gap between HOMO and LUMO: 9.70 eV

Atom charges from the natural (NBO) analysis, given in e for atoms 1 to 2:
1. Cl -0.948
2. O -0.961